Record 1
Formula: C4H11NO3
Source: the Open Molecules 2025 dataset
Level of theory: ωB97M-V/def2-TZVPD

```
19
Properties=species:S:1:pos:R:3:mulliken_charge:R:1
C 0.57261 -0.13879 0.35294 -0.77
C -0.19452 -0.39863 1.63734 -0.38
C 0.65163 -0.04860 2.87407 -0.05
O 1.44495 0.85115 2.86791 -0.46
N -0.05722 -0.78116 -0.79381 -0.22
C -1.12413 -0.00533 -1.48669 -0.43
O -2.35583 -0.69087 -1.29942 -0.54
H 1.65087 -0.41310 0.47955 0.31
H 0.63227 0.94757 0.12173 0.44
H -1.08118 0.21704 1.77455 0.27
H -0.42993 -1.44843 1.79152 0.34
H 0.59584 -0.78551 3.71783 0.30
H -0.25817 -1.76599 -0.72114 0.23
H -0.77137 -0.18323 -2.53267 0.34
H -1.21700 0.96809 -0.99403 0.32
H -2.52045 -1.23002 -2.07275 0.31
H 1.10829 2.21378 -2.30503 0.31
H 1.59751 0.87083 -1.70057 0.33
O 1.75581 1.82120 -1.71132 -0.65
```

As for the highest occupied orbital energy: -8.86 eV. For the energy above the lowest of the compared OMol25 structures with the same formula, charge and spin, the calculation gives 61.6 kcal/mol. The orbital gap comes out at 9.49 eV. As for the total energy: -11957.4377 eV. The net charge is 0. As for the SMILES: O=CCCNCO.O. For the LUMO energy, the calculation gives 0.63 eV.

Record 2
Formula: C4H11NO3
Source: the Open Molecules 2025 dataset
Level of theory: ωB97M-V/def2-TZVPD

```
19
Properties=species:S:1:pos:R:3:mulliken_charge:R:1
C -0.56311 0.07279 -0.53496 1.35
C 0.53004 0.51586 -1.46195 -1.00
C 1.03927 -0.01771 1.61088 -0.88
C -0.82400 -1.41573 -0.42969 -1.56
N 0.02888 0.72278 0.88195 -0.12
O -1.06406 0.93338 1.80054 -0.53
O -1.70015 0.81037 -0.83540 -0.60
O 1.56360 -0.43726 -1.60086 -0.54
H -1.21883 1.88704 1.77565 0.33
H -2.32031 0.68958 -0.10217 0.39
H 2.30971 -0.01962 -2.04229 0.31
H 0.09179 0.79621 -2.42467 0.44
H 0.88266 1.40083 -0.76887 0.40
H 1.80381 -0.31648 0.89722 0.30
H 1.46482 0.62277 2.38704 0.29
H 0.63565 -0.91968 2.08364 0.31
H -1.44679 -1.61669 0.44162 0.41
H -1.32637 -1.75229 -1.33650 0.35
H 0.11340 -1.95615 -0.34116 0.36
```

As for the highest occupied orbital energy: -8.74 eV. For the energy above the lowest of the compared OMol25 structures with the same formula, charge and spin, the calculation gives 86.5 kcal/mol. The orbital gap comes out at 9.53 eV. As for the total energy: -11956.3599 eV. The net charge is 0. As for the SMILES: CN(O)[C@@](C)(O)CO. For the LUMO energy, the calculation gives 0.79 eV.

Record 3
Formula: C4H11NO3
Source: the Open Molecules 2025 dataset
Level of theory: ωB97M-V/def2-TZVPD

```
19
Properties=species:S:1:pos:R:3:mulliken_charge:R:1
C 0.58951 -1.08641 0.89049 -0.30
O 1.45157 -1.47666 1.95191 -0.55
C 1.34748 -0.53712 -0.30630 -0.62
C 0.40119 0.15647 -1.30384 -0.40
C -0.37414 1.29246 -0.70095 0.42
N 0.32946 2.28541 -0.11593 -0.33
O -1.59229 1.37262 -0.82619 -0.75
H -0.08680 -0.31722 1.27765 0.17
H -0.01241 -1.92337 0.56671 0.32
H 1.40044 -2.42782 2.07938 0.34
H 1.82693 -1.37414 -0.82814 0.29
H 2.18757 0.09887 -0.00418 0.34
H -0.28132 -0.59770 -1.69688 0.28
H 1.00592 0.53037 -2.13474 0.31
H 1.31159 2.21051 0.08678 0.19
H -0.17540 3.09205 0.21418 0.25
H -2.49163 -0.17148 -0.10988 0.38
H -3.78943 -0.29217 0.62536 0.30
O -3.04825 -0.83468 0.33458 -0.65
```

As for the highest occupied orbital energy: -10.21 eV. For the energy above the lowest of the compared OMol25 structures with the same formula, charge and spin, the calculation gives 14.0 kcal/mol. The orbital gap comes out at 10.96 eV. As for the total energy: -11959.5044 eV. The net charge is 0. As for the SMILES: NC(=O)CCCO.O. For the LUMO energy, the calculation gives 0.75 eV.

Record 4
Formula: C4H11NO3S2
Source: the Open Molecules 2025 dataset
Level of theory: ωB97M-V/def2-TZVPD

```
21
Properties=species:S:1:pos:R:3:mulliken_charge:R:1
C -0.95392 -0.14035 0.41529 0.07
C -2.38875 -0.49701 0.85125 -0.82
C -0.33966 -1.32123 -0.31789 -0.89
C 0.94730 -0.80827 -1.11790 -0.82
H -1.55845 1.75371 0.59063 0.28
H -1.48666 1.05707 -1.15122 0.35
H -0.45038 -0.04240 1.46081 0.37
H -2.67994 -1.77121 0.71483 0.34
H -2.70107 -0.29112 1.88339 0.39
H -2.80937 1.63848 -0.51266 0.23
H -0.01966 -2.18197 0.31699 0.30
H -1.23489 -1.83947 -0.81136 0.53
H 1.48374 -1.68388 -1.22126 0.47
H 0.66319 -0.22354 -2.16860 0.28
H 0.51322 1.46350 0.52255 0.57
N -0.98817 1.26055 -0.08327 -0.83
O 1.58543 1.52077 0.16244 -0.52
O 3.49194 0.05556 -0.74331 -0.61
O 1.99757 -0.59013 1.38955 -0.56
S -3.60605 0.10969 -0.36116 -0.19
S 2.16906 0.01584 0.08021 1.06
```

As for the highest occupied orbital energy: -9.76 eV. For the energy above the lowest of the compared OMol25 structures with the same formula, charge and spin, the calculation gives 118.4 kcal/mol. The orbital gap comes out at 9.57 eV. As for the total energy: -33623.8943 eV. The net charge is 0. For the LUMO energy, the calculation gives -0.19 eV.

Record 5
Formula: C4H11NOS
Source: the Open Molecules 2025 dataset
Level of theory: ωB97M-V/def2-TZVPD

```
18
Properties=species:S:1:pos:R:3:mulliken_charge:R:1
C 0.03709 -0.85115 -0.54656 -0.64
N -0.58142 -0.13491 0.57138 -0.13
C -1.58797 -0.84741 1.32974 -0.53
O -2.87658 -0.22161 1.40489 -0.52
C 1.28969 -0.13029 -1.16815 -0.74
C 1.83362 1.04543 -0.30453 -0.62
S 1.10723 2.52166 -0.94418 -0.27
H 0.34434 -1.85699 -0.23839 0.43
H -0.69301 -1.02424 -1.33902 0.35
H -0.99787 0.70441 0.17811 0.20
H -1.24719 -1.03148 2.34619 0.29
H -1.75862 -1.83043 0.87166 0.31
H -3.39518 -0.73561 0.78922 0.32
H 0.87060 0.19853 -2.12316 0.33
H 2.06235 -0.87647 -1.31116 0.30
H 2.92566 1.06508 -0.38327 0.39
H 1.63286 0.71396 0.71096 0.39
H 1.03440 3.29150 0.15627 0.14
```

As for the highest occupied orbital energy: -8.95 eV. For the energy above the lowest of the compared OMol25 structures with the same formula, charge and spin, the calculation gives 42.1 kcal/mol. The orbital gap comes out at 9.81 eV. As for the total energy: -18698.0917 eV. The net charge is 0. As for the SMILES: OCNCCCS. For the LUMO energy, the calculation gives 0.86 eV.

Record 6
Formula: C4H11NOS
Source: the Open Molecules 2025 dataset
Level of theory: ωB97M-V/def2-TZVPD

```
18
Properties=species:S:1:pos:R:3:mulliken_charge:R:1
C -0.03451 1.22562 -0.05029 -0.69
N -0.78731 0.60242 1.03009 -0.39
C -1.80071 -0.43008 0.63830 -0.37
O -2.58052 0.12168 -0.40703 -0.51
C 1.28062 0.60381 -0.42066 -0.72
C 1.25694 -0.86507 -0.93885 -0.41
S 1.93975 -2.18823 0.07312 -0.23
H -0.58838 1.27732 -0.99318 0.35
H 0.03873 2.29337 0.21094 0.36
H -0.12555 0.13190 1.63917 0.26
H -2.35696 -0.62954 1.55095 0.29
H -1.37981 -1.40267 0.34769 0.31
H -2.96266 0.89794 0.01534 0.35
H 1.94658 0.53159 0.46093 0.35
H 1.84829 1.20115 -1.13964 0.28
H 1.80257 -1.03343 -1.86665 0.34
H 0.20749 -1.03289 -1.20171 0.33
H 2.29544 -1.30487 1.05149 0.10
```

As for the highest occupied orbital energy: -9.01 eV. For the energy above the lowest of the compared OMol25 structures with the same formula, charge and spin, the calculation gives 41.2 kcal/mol. The orbital gap comes out at 9.92 eV. As for the total energy: -18698.1339 eV. The net charge is 0. As for the SMILES: OCNCCCS. For the LUMO energy, the calculation gives 0.91 eV.

Record 7
Formula: C4H11NOS
Source: the Open Molecules 2025 dataset
Level of theory: ωB97M-V/def2-TZVPD

```
18
Properties=species:S:1:pos:R:3:mulliken_charge:R:1
C 1.34733 -2.50136 -1.99823 -0.86
C -0.81393 2.00039 -0.31224 -0.89
C -0.75453 1.28620 1.91676 -0.94
C 0.82848 -0.65750 0.26130 -0.66
N -0.88494 0.94895 0.61076 -0.16
O -0.40089 -2.93055 -0.13923 -0.62
S 0.20526 -1.92172 -0.91598 0.63
H 2.20099 -3.12431 -1.70124 0.29
H 1.42923 -1.77853 -2.83625 0.29
H -0.10650 2.82681 0.00109 0.31
H -0.68454 1.68481 -1.27007 0.33
H -1.88803 2.41021 -0.40378 0.34
H -1.13202 0.51002 2.70983 0.28
H 0.25710 1.62651 2.29337 0.34
H -1.43044 2.06306 2.21130 0.40
H 1.77385 -0.19514 -0.02841 0.42
H 0.80033 -0.92401 1.33235 0.35
H -0.74676 -1.32385 -1.73133 0.15
```

As for the highest occupied orbital energy (spin up / spin down): -7.84 / -7.86 eV. For the energy above the lowest of the compared OMol25 structures with the same formula, charge and spin, the calculation gives 202.9 kcal/mol. The orbital gap (spin up / spin down) comes out at 7.32 / 7.17 eV. As for the total energy: -18691.1221 eV. The net charge is 0. For the LUMO energy (spin up / spin down), the calculation gives -0.53 / -0.69 eV.

Record 8
Formula: C4H11NOS
Source: the Open Molecules 2025 dataset
Level of theory: ωB97M-V/def2-TZVPD

```
18
Properties=species:S:1:pos:R:3:mulliken_charge:R:1
C 0.53847 -0.80068 -1.81910 -0.84
O 0.81343 -2.18615 -2.00089 -0.52
C -0.33941 -0.67311 -0.58340 0.25
C -0.56408 0.78614 -0.20212 -0.79
C -0.71232 0.98689 1.30397 -0.61
S 0.85844 1.54007 2.12872 -0.22
N -1.62268 -1.34258 -0.74451 -0.62
H 1.46575 -0.23538 -1.69522 0.41
H 0.01937 -0.41742 -2.71325 0.28
H 1.53045 -2.29369 -2.63761 0.30
H 0.19196 -1.18513 0.21686 0.29
H 0.29047 1.36230 -0.56454 0.39
H -1.47900 1.14637 -0.66445 0.35
H -0.92665 0.05546 1.80732 0.39
H -1.43870 1.76625 1.51008 0.37
H 1.51003 1.88149 1.01568 0.10
H -2.30917 -0.69756 -1.10992 0.23
H -1.54421 -2.16311 -1.33112 0.26
```

As for the highest occupied orbital energy: -9.02 eV. For the energy above the lowest of the compared OMol25 structures with the same formula, charge and spin, the calculation gives 26.4 kcal/mol. The orbital gap comes out at 9.79 eV. As for the total energy: -18698.7729 eV. The net charge is 0. As for the SMILES: N[C@@H](CO)CCS. For the LUMO energy, the calculation gives 0.78 eV.

Record 9
Formula: C4H11NOS
Source: the Open Molecules 2025 dataset
Level of theory: ωB97M-V/def2-TZVPD

```
18
Properties=species:S:1:pos:R:3:mulliken_charge:R:1
C -0.10929 0.59057 -1.65492 0.06
C -0.38566 -0.57579 0.85681 -0.32
C 0.54762 0.89060 -2.78174 -0.69
C -1.10593 -1.73405 0.18549 -0.92
N 2.16949 -0.43480 -0.70928 -0.69
O -1.65495 1.85246 3.79977 -0.64
S 0.67517 0.36248 -0.04110 0.16
H -1.27271 0.51508 -1.51978 0.24
H 0.01866 -0.61340 1.87054 0.36
H 1.59990 0.86083 -2.81134 0.19
H 0.15943 0.82740 -3.74475 0.30
H -1.17672 1.96171 2.94782 0.32
H -1.79489 -2.30091 0.93689 0.27
H -1.71222 -1.16347 -0.48150 0.22
H -0.50214 -2.43633 -0.36217 0.28
H 2.74359 0.40049 -1.03776 0.24
H 2.79187 -0.81960 0.05224 0.28
H -0.99122 1.81675 4.49477 0.31
```

As for the highest occupied orbital energy: -7.61 eV. For the energy above the lowest of the compared OMol25 structures with the same formula, charge and spin, the calculation gives 111.4 kcal/mol. The orbital gap comes out at 8.03 eV. As for the total energy: -18695.0885 eV. The net charge is 0. For the LUMO energy, the calculation gives 0.42 eV.

Record 10
Formula: C4H11NOS
Source: the Open Molecules 2025 dataset
Level of theory: ωB97M-V/def2-TZVPD

```
18
Properties=species:S:1:pos:R:3:mulliken_charge:R:1
C -1.22197 -0.11813 0.36616 -0.24
C -2.71118 -0.11793 0.18352 -0.94
C 1.23521 1.25536 -1.02956 -0.93
C 1.95635 -0.37070 0.53911 -1.08
N 1.24741 -0.16028 -0.70086 -0.01
O -0.86497 -0.59347 -2.08125 -0.65
S -0.28441 -0.86332 -0.76137 0.58
H -0.97119 -0.68925 1.25719 0.23
H -3.06871 -0.04868 -0.87346 0.27
H -3.11473 0.87829 0.69164 0.26
H -3.23267 -1.04290 0.53194 0.27
H 2.03936 1.70206 -1.61408 0.36
H 0.30602 1.63425 -1.64605 0.27
H 1.13715 1.97221 -0.20094 0.36
H 1.51715 -1.33456 1.01630 0.27
H 2.95925 -0.44592 0.46466 0.41
H 1.74580 0.33191 1.25412 0.44
H 0.04931 -2.18955 -0.78705 0.12
```

As for the highest occupied orbital energy: -8.15 eV. For the energy above the lowest of the compared OMol25 structures with the same formula, charge and spin, the calculation gives 132.7 kcal/mol. The orbital gap comes out at 8.58 eV. As for the total energy: -18694.1662 eV. The net charge is 0. As for the SMILES: CC=[S@@H](=O)N(C)C. For the LUMO energy, the calculation gives 0.44 eV.

Record 11
Formula: C4H11NOS
Source: the Open Molecules 2025 dataset
Level of theory: ωB97M-V/def2-TZVPD

```
18
Properties=species:S:1:pos:R:3:mulliken_charge:R:1
C 0.66282 -1.21991 -1.43664 -0.69
O -0.38002 -1.14813 -2.46280 -0.51
C 0.62224 0.01464 -0.57568 0.07
C -0.65615 -0.04825 0.34028 -0.59
C -0.67766 1.07355 1.35904 -0.87
S -1.77109 0.87373 2.77368 -0.22
N 1.80733 0.06892 0.27515 -0.53
H 0.56795 -2.19789 -0.97053 0.32
H 1.54292 -1.16526 -2.05957 0.35
H -1.18307 -0.80666 -2.05562 0.31
H 0.53082 0.87494 -1.20795 0.46
H -1.54916 0.00202 -0.28774 0.33
H -0.63723 -1.06989 0.73458 0.34
H -0.92739 1.98441 0.81999 0.36
H 0.30302 1.21015 1.72198 0.37
H -2.77957 1.65305 2.37020 0.12
H 2.02309 -0.85286 0.61022 0.20
H 2.50114 0.75345 0.05140 0.19
```

As for the highest occupied orbital energy: -8.85 eV. For the energy above the lowest of the compared OMol25 structures with the same formula, charge and spin, the calculation gives 32.9 kcal/mol. The orbital gap comes out at 9.72 eV. As for the total energy: -18698.4904 eV. The net charge is 0. As for the SMILES: N[C@@H](CO)CCS. For the LUMO energy, the calculation gives 0.86 eV.

Record 12
Formula: C4H11NOS
Source: the Open Molecules 2025 dataset
Level of theory: ωB97M-V/def2-TZVPD

```
18
Properties=species:S:1:pos:R:3:mulliken_charge:R:1
C -0.32475 1.13193 -0.63675 0.39
C 1.00861 1.55901 -1.01901 -1.01
C -0.60734 -0.76687 2.03050 -1.18
C -0.68923 1.92215 0.70235 -1.29
N 0.59582 -0.74205 1.09169 -0.43
O -1.58456 -1.13878 -0.36809 -0.59
S -0.12385 -0.82174 -0.47333 0.44
H -1.15317 0.98862 -1.39111 0.48
H 1.65743 1.66910 -1.91562 0.32
H 1.03679 2.52841 -0.45337 0.21
H 1.68863 0.79546 -0.37694 0.17
H -1.14099 -1.65020 2.05349 0.39
H -0.20733 -0.50471 3.04623 0.32
H -1.35469 -0.05427 1.68858 0.49
H -0.30751 1.21441 1.51744 0.35
H -0.05494 2.76188 0.86636 0.43
H -1.73745 2.23159 0.82369 0.24
H 1.21306 -1.52356 1.29900 0.29
```

As for the highest occupied orbital energy: -8.76 eV. For the energy above the lowest of the compared OMol25 structures with the same formula, charge and spin, the calculation gives 92.3 kcal/mol. The orbital gap comes out at 9.49 eV. As for the total energy: -18695.9172 eV. The net charge is 0. For the LUMO energy, the calculation gives 0.73 eV.

Record 13
Formula: C4H11NP
Source: the Open Molecules 2025 dataset
Level of theory: ωB97M-V/def2-TZVPD

```
17
Properties=species:S:1:pos:R:3:mulliken_charge:R:1
C 0.17369 -1.00589 -0.20554 -0.52
C 1.11221 -1.24501 1.00815 -0.88
C 0.67692 1.29508 1.03908 -0.40
C -1.13121 0.66292 -1.44305 -0.93
N 0.04751 0.39654 -0.61208 -0.20
P 0.60952 -0.03476 2.36123 0.08
H 0.70855 -1.53845 -0.90933 0.30
H -0.76097 -1.64714 -0.01729 0.38
H 1.06220 -2.35757 1.38708 0.39
H 2.12041 -1.22227 0.80752 0.46
H 1.65983 1.55064 0.66219 0.35
H 0.03799 2.10745 1.08835 0.41
H -2.03548 0.56534 -0.86440 0.36
H -0.96206 1.67993 -1.81099 0.36
H -1.24512 0.00349 -2.29755 0.35
H 0.90706 0.55923 -1.21693 0.42
H -0.72935 -0.28816 2.20590 0.07
```

As for the highest occupied orbital energy: -14.37 eV. For the energy above the lowest of the compared OMol25 structures with the same formula, charge and spin, the calculation gives 46.4 kcal/mol. The orbital gap comes out at 10.19 eV. As for the total energy: -15096.3287 eV. The net charge is +1. For the LUMO energy, the calculation gives -4.18 eV.